(1)
The following is a DFT calculation (ωB97M-V/def2-TZVPD) of a cluster of 2 separate species, C2H3O3PS in total in a non-equilibrium geometry.

Structure (XYZ):
```
10
Properties=species:S:1:pos:R:3
C -0.62 -0.66 -3.70
C -0.51 -1.00 -2.53
O -0.58 0.24 3.60
O 1.62 0.66 2.44
O -0.43 1.96 1.63
P -0.04 0.61 2.27
S -0.18 -0.97 0.86
H -0.38 -0.75 -4.70
H 1.77 0.94 1.61
H -0.64 -1.02 -1.48
```

Maximum force (eV/Å): 4.717
Energy above the lowest of the compared OMol25 structures with the same formula, charge and spin (kcal per mole): 35.3
HOMO level (eV): 0.75
Gap between HOMO and LUMO (Eh): 0.1842
Lowest unoccupied orbital energy (Eh): 0.212
Energy (a.u.): -1043.27859
Charge: -2
Spin multiplicity: 1

In elementary charge units, the Mulliken charges are:
1 C -0.4111
2 C -0.1863
3 O -0.7394
4 O -0.4750
5 O -0.7858
6 P 0.7273
7 S -0.8402
8 H 0.2814
9 H 0.2344
10 H 0.1948

---

(2)
The following is a DFT calculation (ωB97M-V/def2-TZVPD) of a cluster of 2 separate species, C3H4N4 in total in a non-equilibrium geometry.

Structure (XYZ):
```
11
Properties=species:S:1:pos:R:3
C -0.44 -0.53 0.75
C 1.26 0.32 2.03
C 0.75 0.17 0.84
N -1.30 -1.27 0.58
N 0.31 0.72 -2.21
N -0.68 0.25 -2.40
N -1.60 -0.47 -2.15
H 0.90 -0.03 2.96
H 2.14 0.88 2.17
H 1.17 0.48 -0.05
H -2.50 -0.51 -2.53
```

Maximum force (eV/Å): 10.391
Energy above the lowest of the compared OMol25 structures with the same formula, charge and spin (kcal per mole): 62.3
HOMO level (alpha / beta) (eV): -6.34 / -10.14
Gap between HOMO and LUMO (alpha / beta) (Eh): 0.2651 / 0.2539
Lowest unoccupied orbital energy (alpha / beta) (Eh): 0.032 / -0.119
Energy (a.u.): -335.45342
Charge: 0
Spin multiplicity: 3

In elementary charge units, the Mulliken charges are:
1 C 0.3926
2 C -1.1986
3 C 0.0479
4 N -0.3643
5 N -0.4791
6 N 0.8491
7 N -0.6308
8 H 0.3482
9 H 0.3457
10 H 0.4623
11 H 0.2270

---

(3)
The following is a DFT calculation (ωB97M-V/def2-TZVPD) of a structure of composition C50H47BrInN11O4 in a non-equilibrium geometry.

Structure (XYZ):
```
114
Properties=species:S:1:pos:R:3
In -0.76 -0.37 1.54
C -3.39 1.40 3.44
C -3.95 0.22 2.71
C -5.32 0.11 2.46
C -5.80 -0.98 1.75
C -4.91 -1.98 1.38
C -3.58 -1.84 1.72
N -3.11 -0.74 2.33
C -2.59 -2.92 1.52
C -2.97 -4.23 1.27
C -1.99 -5.19 1.16
C -0.66 -4.84 1.36
C -0.35 -3.52 1.63
N -1.31 -2.59 1.68
C 1.04 -3.06 1.88
C 2.10 -3.95 1.94
C 3.38 -3.46 2.10
C 3.56 -2.10 2.25
C 2.45 -1.26 2.24
C 2.64 0.21 2.42
N 1.22 -1.75 2.05
H -4.04 1.68 4.27
H -3.30 2.25 2.77
H -2.40 1.14 3.83
H -5.99 0.88 2.82
H -6.84 -1.06 1.50
H -5.26 -2.84 0.82
H -4.01 -4.50 1.17
H -2.25 -6.22 0.93
H 0.10 -5.60 1.28
H 1.94 -5.02 1.84
H 4.22 -4.15 2.12
H 4.55 -1.69 2.37
H 2.96 0.42 3.45
H 1.72 0.75 2.23
H 3.42 0.58 1.76
Br -0.67 0.87 -5.71
C -1.48 2.31 -4.76
C -0.81 2.86 -3.68
C -1.43 3.84 -2.92
C -2.73 4.26 -3.24
C -3.35 3.75 -4.38
C -2.74 2.76 -5.13
N -3.42 5.25 -2.51
N -3.32 5.35 -1.28
C -2.65 4.40 -0.49
C -1.76 4.83 0.48
C -0.97 3.93 1.19
C -1.04 2.56 0.96
O -0.21 1.71 1.51
C -2.08 2.10 0.10
N -2.30 0.77 0.05
C -3.31 0.29 -0.65
C -4.16 1.12 -1.39
C -3.96 2.47 -1.37
C -2.91 3.01 -0.61
H 0.19 2.53 -3.43
H -0.90 4.29 -2.10
H -4.33 4.12 -4.65
H -3.23 2.35 -6.00
H -1.64 5.90 0.62
H -0.23 4.30 1.88
H -3.48 -0.77 -0.60
H -4.97 0.68 -1.96
H -4.64 3.14 -1.89
N 4.77 -1.57 -3.64
C 5.93 -1.14 -4.24
C 6.77 -1.72 -5.20
C 7.87 -0.98 -5.58
C 8.13 0.29 -5.03
C 7.31 0.86 -4.09
C 6.18 0.13 -3.69
N 5.18 0.46 -2.82
C 4.36 -0.56 -2.81
C 3.15 -0.59 -2.00
C 2.43 -1.75 -1.74
C 1.30 -1.69 -0.94
N 0.85 -0.54 -0.41
C 1.54 0.58 -0.67
C 2.68 0.60 -1.44
H 4.29 -2.42 -3.85
H 6.57 -2.69 -5.62
H 8.55 -1.38 -6.31
H 9.01 0.82 -5.36
H 7.51 1.83 -3.66
H 2.74 -2.71 -2.13
H 0.74 -2.58 -0.73
H 1.14 1.48 -0.23
H 3.22 1.52 -1.62
C 1.29 -1.09 5.80
N 1.17 0.33 5.51
C 2.01 1.23 6.30
C 0.32 0.77 4.58
C 0.15 2.26 4.45
O -0.31 -0.05 3.87
H 1.29 -1.24 6.88
H 2.21 -1.49 5.39
H 0.44 -1.62 5.37
H 2.81 0.65 6.74
H 1.45 1.70 7.11
H 2.45 2.00 5.67
H 0.07 2.73 5.42
H -0.73 2.47 3.86
H 1.01 2.68 3.92
N -1.44 -0.66 -3.40
C -2.28 -1.86 -3.46
C -2.39 -2.51 -2.07
O -3.17 -3.37 -1.77
O -1.53 -1.98 -1.18
H -2.00 0.19 -3.48
H -0.76 -0.63 -4.15
H -1.09 -1.24 -1.68
H -1.85 -2.61 -4.12
H -3.29 -1.67 -3.82
```

Maximum force (eV/Å): 1.822
Energy above the lowest of the compared OMol25 structures with the same formula, charge and spin (kcal per mole): 21.1
HOMO level (eV): -11.99
Gap between HOMO and LUMO (Eh): 0.2384
Lowest unoccupied orbital energy (Eh): -0.202
Energy (a.u.): -5600.65588
Charge: +2
Spin multiplicity: 1

Atom charges from the Mulliken analysis, given in e for atoms 1 to 99:
1 In 2.6558
2 C -0.9324
3 C 0.9836
4 C -0.9414
5 C -1.2113
6 C -0.3023
7 C 1.0845
8 N 0.2133
9 C -0.1647
10 C -0.7652
11 C -1.2774
12 C -1.0602
13 C 0.7637
14 N 0.2189
15 C 0.1829
16 C -0.7111
17 C -1.1272
18 C -1.2047
19 C 0.4996
20 C -0.7841
21 N 1.1765
22 H 0.6521
23 H 0.0773
24 H -0.3100
25 H 0.5600
26 H 0.4795
27 H 0.4931
28 H 0.4717
29 H 0.4840
30 H 0.4762
31 H 0.5165
32 H 0.5067
33 H 0.6273
34 H 0.3890
35 H -0.4723
36 H 0.5850
37 Br -0.1600
38 C -0.3217
39 C -0.1380
40 C 0.0859
41 C -0.4044
42 C -0.2236
43 C -0.4900
44 N -0.4301
45 N -0.4902
46 C -0.1181
47 C -0.8971
48 C -0.5676
49 C -0.6616
50 O -0.6547
51 C 0.6409
52 N 1.2878
53 C -0.1456
54 C -2.4466
55 C -0.8208
56 C 0.5663
57 H 0.5770
58 H 0.5633
59 H 0.5310
60 H 0.4574
61 H 0.4670
62 H 0.5969
63 H 0.6038
64 H 0.6850
65 H 0.7296
66 N 0.0657
67 C 0.7589
68 C -1.0208
69 C -0.4268
70 C -0.5044
71 C -0.8184
72 C 0.5909
73 N -0.5873
74 C -0.3841
75 C 0.9672
76 C -1.2873
77 C -0.5178
78 N 1.3079
79 C -1.1805
80 C -0.7874
81 H 0.1730
82 H 0.3839
83 H 0.4037
84 H 0.3998
85 H 0.4481
86 H 0.4664
87 H 0.3841
88 H 0.5115
89 H 0.7039
90 C -1.0834
91 N 0.3522
92 C -1.1429
93 C 0.7972
94 C -1.1635
95 O -0.8768
96 H 0.5102
97 H 0.2989
98 H 0.2581
99 H 0.4068

---

(4)
The following is a DFT calculation (ωB97M-V/def2-TZVPD) of the ion C5H11N2O with charge +1 in a non-equilibrium geometry.

Structure (XYZ):
```
19
Properties=species:S:1:pos:R:3
C 1.72 -0.93 0.20
C 0.02 0.49 -0.90
C 0.95 0.19 0.33
C 1.82 1.35 0.62
C -3.02 -0.30 0.48
N -1.85 -0.53 -0.11
N 1.88 -1.80 -0.64
O -1.37 0.60 -0.51
H 0.27 1.51 -1.38
H 0.02 -0.32 -1.65
H 0.17 0.17 1.23
H 1.98 1.37 1.71
H 1.09 2.13 0.51
H 2.69 1.39 0.06
H -3.79 -0.85 -0.04
H -3.10 -0.72 1.58
H -3.36 0.76 0.46
H 1.32 -1.97 -1.47
H 2.56 -2.53 -0.49
```

Maximum force (eV/Å): 5.719
Energy above the lowest of the compared OMol25 structures with the same formula, charge and spin (kcal per mole): 184.1
HOMO level (alpha / beta) (eV): -11.80 / -14.09
Gap between HOMO and LUMO (alpha / beta) (Eh): 0.1955 / 0.3582
Lowest unoccupied orbital energy (alpha / beta) (Eh): -0.238 / -0.160
Energy (a.u.): -381.37057
Charge: +1
Spin multiplicity: 1

In elementary charge units, the Mulliken charges are:
1 C -0.1133
2 C -0.5155
3 C 0.8224
4 C -1.5620
5 C -0.6980
6 N -0.3967
7 N -0.1186
8 O 0.0034
9 H 0.3027
10 H 0.2869
11 H 0.2630
12 H 0.3673
13 H 0.4399
14 H 0.4593
15 H 0.2821
16 H 0.2693
17 H 0.3573
18 H 0.2300
19 H 0.3205

---

(5)
The following is a DFT calculation (ωB97M-V/def2-TZVPD) of a cluster of 5 separate species, C17H45BN5O8S in total in a non-equilibrium geometry.

Structure (XYZ):
```
77
Properties=species:S:1:pos:R:3
N -7.00 0.66 -1.40
B -6.15 -0.51 -1.34
O -6.70 -1.76 -1.43
C -4.55 -0.50 -1.10
N -3.58 0.16 -1.72
C -2.42 -0.23 -1.14
N -1.22 0.18 -1.50
C 0.03 -0.29 -0.90
C 0.80 0.81 -0.10
C 0.88 0.34 1.41
S 2.33 -0.68 1.88
O 1.78 -1.83 2.54
O 3.20 0.01 2.78
O 3.17 -1.22 0.62
N -2.71 -1.09 -0.17
N -4.04 -1.26 -0.14
H -7.06 1.18 -0.52
H -6.76 1.29 -2.16
H -6.37 -2.14 -2.28
H -1.22 0.84 -2.28
H -0.19 -1.14 -0.25
H 0.68 -0.62 -1.71
H 1.81 0.95 -0.52
H 0.33 1.80 -0.13
H 0.91 1.24 2.04
H -0.02 -0.23 1.65
H 2.90 -0.81 -0.22
H -2.10 -1.57 0.48
H -4.55 -1.87 0.48
C 1.30 -1.22 6.77
C 0.15 -0.29 6.43
C -0.90 -1.00 5.59
O 0.65 0.84 5.71
H 1.80 -1.58 5.87
H 2.05 -0.70 7.36
H 0.95 -2.08 7.34
H -0.30 0.09 7.34
H -0.47 -1.35 4.65
H -1.72 -0.31 5.34
H -1.32 -1.85 6.12
H 1.05 0.51 4.90
C 4.93 2.58 2.07
C 4.64 2.96 0.64
C 4.84 4.45 0.39
O 3.30 2.60 0.33
H 4.25 3.10 2.76
H 4.77 1.52 2.22
H 5.96 2.82 2.36
H 5.29 2.39 -0.03
H 4.16 5.04 1.02
H 4.61 4.70 -0.64
H 5.86 4.75 0.61
H 2.71 3.09 0.92
C -4.94 -6.02 -3.35
C -4.52 -5.03 -2.28
C -4.60 -5.65 -0.89
O -5.37 -3.87 -2.33
H -5.97 -6.34 -3.20
H -4.89 -5.55 -4.34
H -4.30 -6.90 -3.35
H -3.50 -4.69 -2.47
H -5.62 -5.96 -0.66
H -4.30 -4.93 -0.13
H -3.95 -6.53 -0.82
H -6.27 -4.17 -2.16
C 4.20 3.13 -3.20
C 3.99 3.09 -4.71
C 4.26 4.44 -5.34
O 2.64 2.69 -4.99
H 3.51 3.85 -2.73
H 3.99 2.16 -2.76
H 5.22 3.41 -2.95
H 4.64 2.34 -5.15
H 3.58 5.20 -4.95
H 4.10 4.40 -6.42
H 5.29 4.77 -5.16
H 2.06 3.35 -4.61
```

Maximum force (eV/Å): 3.291
Energy above the lowest of the compared OMol25 structures with the same formula, charge and spin (kcal per mole): 0.0
HOMO level (eV): -11.87
Gap between HOMO and LUMO (Eh): 0.3191
Lowest unoccupied orbital energy (Eh): -0.117
Energy (a.u.): -1973.25539
Charge: +1
Spin multiplicity: 1

In elementary charge units, the Mulliken charges are:
1 N -0.4529
2 B 0.2833
3 O -0.5236
4 C 0.1878
5 N -0.6062
6 C 0.5531
7 N -0.0766
8 C -1.1404
9 C -0.3446
10 C -0.9096
11 S 1.3181
12 O -0.6479
13 O -0.5859
14 O -0.4674
15 N 0.1097
16 N -0.1316
17 H 0.2629
18 H 0.2868
19 H 0.3967
20 H 0.2635
21 H 0.5474
22 H 0.3551
23 H 0.0920
24 H 0.4793
25 H 0.4727
26 H 0.4983
27 H 0.3453
28 H 0.2319
29 H 0.2660
30 C -1.1386
31 C 0.3502
32 C -1.0611
33 O -0.5483
34 H 0.2485
35 H 0.3149
36 H 0.3789
37 H 0.3049
38 H 0.1467
39 H 0.2993
40 H 0.3897
41 H 0.3050
42 C -1.2943
43 C 0.3883
44 C -1.2739
45 O -0.3417
46 H 0.3276
47 H 0.2515
48 H 0.4172
49 H 0.2550
50 H 0.3590
51 H 0.2593
52 H 0.3941
53 H 0.3025
54 C -1.3456
55 C 0.3250
56 C -1.2216
57 O -0.5197
58 H 0.3598
59 H 0.3308
60 H 0.4038
61 H 0.2276
62 H 0.3387
63 H 0.2370
64 H 0.4163
65 H 0.3635
66 C -1.0755
67 C 0.2960
68 C -1.2663
69 O -0.5616
70 H 0.2881
71 H 0.2099
72 H 0.4141
73 H 0.3183
74 H 0.3176
75 H 0.3411
76 H 0.3564
77 H 0.3482

---

(6)
The following is a DFT calculation (ωB97M-V/def2-TZVPD) of an isolated molecule of C2H2O2S in a non-equilibrium geometry.

Structure (XYZ):
```
7
Properties=species:S:1:pos:R:3
C 0.43 0.16 0.58
C -0.41 0.52 -0.48
O 1.52 0.70 0.68
O -0.31 -0.48 1.56
S -0.50 -0.52 -1.78
H 0.31 -0.54 2.29
H -1.03 0.15 -2.86
```

Maximum force (eV/Å): 4.019
Energy above the lowest of the compared OMol25 structures with the same formula, charge and spin (kcal per mole): 50.7
HOMO level (eV): -9.51
Gap between HOMO and LUMO (Eh): 0.3205
Lowest unoccupied orbital energy (Eh): -0.029
Energy (a.u.): -625.98153
Charge: 0
Spin multiplicity: 1

In elementary charge units, the Mulliken charges are:
1 C 0.6980
2 C -0.2202
3 O -0.4963
4 O -0.4245
5 S -0.0633
6 H 0.3324
7 H 0.1740